1.
Here is the molecule C7H8 in a non-equilibrium geometry from the Open Molecules 2025 dataset. Energies are from ωB97M-V/def2-TZVPD.

Summary:
* HOMO: -8.64 eV
* Kohn-Sham gap: 9.46 eV

Positions of all 15 atoms, in Å:
H: 0.84762 1.29685 1.72082
C: -1.03691 -0.34474 -0.56564
H: 0.59130 -1.92455 1.89680
H: 0.83892 1.52475 -2.63949
C: 1.21709 1.25378 -0.48601
C: 0.67990 0.77155 0.75865
C: -0.72258 0.25407 -1.78139
C: -0.28294 -0.20507 0.58312
H: -1.79999 -1.08957 -0.55302
H: -0.93621 -0.31958 -2.71120
C: -0.33213 -1.22587 1.72189
H: -0.57738 -1.00713 2.77120
H: 2.22160 1.84265 -0.52442
H: -1.10044 -1.98329 1.45120
C: 0.39213 1.15614 -1.64250

***

2.
Here is a structure of composition C57H47BrN3O3P2RuSe4 in a non-equilibrium geometry from the Open Molecules 2025 dataset. Energies are from ωB97M-V/def2-TZVPD.

Summary:
* multiplicity: 6
* HOMO (alpha / beta): -6.58 / -6.64 eV
* Kohn-Sham gap (alpha / beta): 6.03 / 4.80 eV

Positions of all 118 atoms, in Å:
H: -4.92395 2.37853 0.86066
H: -4.56696 -2.66027 -4.70430
C: -2.90753 2.38301 0.10554
C: -1.40294 -1.76376 -3.52633
C: 0.37194 -5.74536 -0.17804
C: 6.61554 5.08370 7.49049
H: 1.20726 -3.90765 -3.56587
P: -2.69194 0.62157 -0.32048
H: -0.96211 -4.13945 -0.62560
H: -1.67317 -3.10128 -6.59748
Se: -1.99906 1.06962 4.95715
H: -0.26618 -1.10799 3.67688
H: 5.00773 2.13962 7.16488
H: 3.89104 4.08546 1.30520
C: 0.07160 -4.46951 -0.61297
H: 1.92579 -7.17820 0.17362
Se: -2.49111 -2.62776 3.22941
H: 6.66732 6.64621 6.02912
H: -4.96679 4.79125 1.27817
H: 1.30677 2.21846 -3.70285
C: 0.49387 -0.35153 3.51498
H: 1.27112 -0.49761 5.50279
Se: -1.89911 1.94578 2.95334
C: -4.45048 -1.48874 -0.32332
C: -2.97369 -0.10881 -3.00307
H: -5.07396 0.72960 -5.49041
N: 4.03511 3.35079 3.67109
C: 3.20414 3.27579 1.50436
C: 2.68730 -5.34467 -0.62865
C: -4.58357 0.73760 -4.52866
C: 2.34630 -2.92645 2.63634
H: 3.18811 -3.43324 -1.40345
C: -5.01824 1.63449 -3.57042
N: 0.54174 0.22478 2.32681
C: 5.05209 3.68216 5.67994
H: 5.27239 5.39392 4.40607
C: 3.18855 1.26571 -3.31581
C: -3.10792 -1.16663 -5.30747
H: -0.01666 0.43962 -2.67176
C: 1.06117 0.34406 -2.72304
H: 3.59117 -1.69535 -1.77215
H: -3.95128 -1.73333 -1.25197
C: 1.68546 -6.18440 -0.17394
H: 4.55863 -2.63776 0.84627
C: 1.80600 1.35289 -3.29451
H: 1.27977 -3.13547 2.71143
C: 1.44911 1.20230 2.10042
H: 4.88911 0.09297 -2.76137
Ru: -0.55565 -0.30454 0.42691
C: -4.05628 2.97523 0.62301
H: -5.13553 -1.57031 -5.97082
Br: 7.72020 6.02844 8.71728
C: 2.38753 -4.06208 -1.05506
C: -5.68717 -0.91803 2.08032
H: -3.55408 0.14000 -6.98435
C: -1.83960 4.54131 0.02896
H: 6.40155 3.38866 8.78389
H: 2.68961 -2.43744 3.54653
H: -4.35857 0.74510 2.22093
H: -6.83073 -2.69132 1.74173
C: -3.55158 -0.15608 -4.26707
C: 1.07817 -3.59779 -1.02851
Se: -1.52565 -2.24200 1.27831
N: 4.27640 2.92105 4.84586
C: 5.52340 4.96739 5.36650
H: -0.41816 -6.38810 0.17899
H: -5.82182 2.31935 -3.79916
H: -2.38377 -1.11769 -7.35734
C: 6.15041 3.82188 7.82775
H: -5.69851 -3.21740 -0.39225
C: 0.33410 -3.36899 -3.90332
C: 1.35132 0.00516 4.55283
C: -2.71050 -0.42088 -6.59146
C: -1.92053 -1.96249 -4.80116
C: -4.27485 -2.12336 -5.60433
O: 1.71669 -1.65946 0.72870
C: -3.41500 0.77110 -2.01415
C: -2.97655 5.12204 0.56512
H: 4.12330 -0.97699 0.37694
C: -1.80613 3.17906 -0.19774
C: -0.19352 -3.61545 -5.15891
C: 3.21106 2.74742 2.81288
H: 4.56169 -1.36683 2.05953
H: 3.77282 2.05396 -3.76565
H: 2.88914 -3.86338 2.52859
H: -3.99225 -2.85276 -6.35853
C: -1.29326 -2.90668 -5.60559
H: -2.99828 6.18160 0.77164
C: 2.39707 2.79569 0.51138
H: 3.71354 -5.68404 -0.64370
C: -4.68255 -0.08780 1.61168
C: -4.44830 1.64725 -2.30997
C: 2.32195 1.65729 3.11261
O: 0.69531 1.27874 -0.12553
C: -6.06548 -2.03542 1.35859
C: 5.37505 3.12610 6.92587
H: -4.81537 2.33348 -1.56176
H: 2.92104 1.35101 5.14470
C: 2.25794 1.02094 4.35986
C: 3.80973 0.16233 -2.76194
H: -0.90928 2.71284 -0.58827
C: -4.07919 -0.34236 0.38523
H: -1.89724 0.27280 -6.38913
H: -6.15199 -0.70279 3.02969
C: 1.47662 1.74524 0.76355
C: 4.05223 -1.72522 1.16601
C: 6.29787 5.66136 6.26908
P: 0.43850 -1.92705 -1.44897
H: 0.26713 -4.34987 -5.80329
H: -0.97066 5.14384 -0.19095
C: 1.67590 -0.78459 -2.17471
C: -0.26441 -2.43167 -3.07716
C: -5.43652 -2.32578 0.15893
C: 2.61416 -2.05724 1.44728
C: -4.08134 4.33979 0.85470
C: 3.06174 -0.86051 -2.19862
O: -1.94562 -0.91055 -2.61573
H: 2.44331 3.20283 -0.48824

***

3.
Here is a structure of composition C25H28HfN9O2S2 in a non-equilibrium geometry from the Open Molecules 2025 dataset. Energies are from ωB97M-V/def2-TZVPD.

Summary:
* net charge: +1
* HOMO (alpha / beta): -7.69 / -7.69 eV
* Kohn-Sham gap (alpha / beta): 4.45 / 4.44 eV

Positions of all 67 atoms, in Å:
H: 14.99137 8.03505 7.89195
H: 16.86393 9.65062 14.75236
C: 14.69428 14.87045 7.37661
C: 14.83147 9.03801 8.21698
H: 20.18506 11.64254 11.47258
H: 19.87215 9.94970 7.90455
Hf: 17.71942 12.04163 9.88069
N: 19.27495 12.02159 11.77684
C: 19.66733 10.66184 13.88264
C: 17.53232 10.93338 13.23241
N: 12.60671 7.50608 7.37902
H: 19.42140 12.98426 12.06512
C: 9.54930 5.87873 6.15730
N: 17.63525 10.10367 14.27136
C: 8.65383 6.91335 6.36612
H: 14.37664 15.89635 9.27818
C: 12.47983 8.75217 7.88257
H: 15.49886 13.89745 5.56824
H: 15.47460 15.18476 11.21561
H: 17.69712 13.28869 6.70907
C: 10.37079 8.15304 7.38590
C: 16.39565 14.98271 10.67495
C: 16.85410 13.73737 7.24529
H: 18.50532 10.45767 6.80888
N: 16.99441 13.83277 8.59633
C: 18.57043 8.92390 10.07306
H: 20.19520 10.47184 6.23208
C: 14.96558 15.19576 8.68621
C: 15.68854 14.16382 6.61719
N: 15.87980 11.00798 9.03562
H: 21.35218 10.60114 15.10276
S: 16.07085 11.42248 12.57329
S: 19.40261 7.57924 9.88055
C: 14.62340 11.54020 9.19042
H: 10.78715 10.09358 8.21323
N: 11.15661 9.18148 7.91604
H: 17.04665 15.87849 10.67543
H: 7.62730 6.76857 5.98712
H: 21.34884 11.93884 13.94212
C: 13.48184 10.90311 8.79862
H: 11.53746 5.08736 6.32477
H: 13.71801 15.17664 6.96465
O: 17.11056 13.77251 11.13810
C: 19.34108 12.43368 8.64744
C: 15.96697 9.75694 8.49172
H: 20.37674 14.28874 8.25024
H: 8.30618 8.86691 7.28704
C: 16.07127 14.62982 9.25583
C: 20.15758 13.66289 9.10986
C: 13.54402 9.59519 8.28949
C: 10.90136 5.94842 6.50137
C: 19.54297 10.62215 7.12362
H: 9.14513 4.95917 5.68514
H: 21.71989 10.28122 13.33516
O: 19.77695 11.99908 7.47531
C: 9.00664 8.06286 7.11138
N: 18.83813 11.33658 12.97619
H: 16.93623 9.29330 8.35641
H: 14.55588 12.50038 9.71147
H: 16.70921 13.34698 11.95672
N: 18.92768 9.97887 14.69956
H: 21.03761 13.20260 9.56407
C: 21.11436 10.86637 14.05628
N: 18.17425 10.04334 10.08488
C: 11.31299 7.11575 7.07764
H: 19.59989 14.17140 9.88712
H: 12.56732 11.45681 8.94159

***

4.
Here is a structure of composition C40H30F3OPSbTc in a non-equilibrium geometry from the Open Molecules 2025 dataset. Energies are from ωB97M-V/def2-TZVPD.

Summary:
* net charge: +3
* multiplicity: 4
* HOMO (alpha / beta): -16.23 / -16.23 eV
* Kohn-Sham gap (alpha / beta): 6.11 / 5.21 eV

Positions of all 77 atoms, in Å:
H: -0.24893 3.96075 5.57208
C: 4.54995 0.50517 1.34861
C: 5.87744 1.56601 -0.31150
C: -3.44579 -0.85492 -2.62126
C: 1.83543 1.38460 -3.86773
C: 1.34958 -2.12517 4.92570
C: -2.71807 4.88145 2.33217
C: 3.52605 1.90848 -0.28642
H: -2.22911 5.48041 3.09201
C: -4.07759 5.04494 2.08682
H: 2.92974 -4.06627 2.62930
C: 0.54203 3.52146 -4.03768
H: 3.61602 5.15914 3.93820
C: -2.63717 0.67381 -0.94764
C: 5.80482 0.74761 0.77714
C: 1.59625 2.54182 3.05147
H: 0.84962 -0.07032 4.70323
Sb: 1.59178 0.87211 1.74383
H: -5.77585 4.42748 0.92474
H: -0.66403 5.27302 -4.07181
H: -1.96260 4.64793 -2.04635
C: 1.93512 -3.22459 4.32586
C: -2.63425 3.19727 0.61889
C: -2.79197 0.31639 -2.29987
C: -3.10107 -0.20015 0.06346
H: -4.12855 -2.04077 0.49747
C: 1.68757 4.63938 4.82002
C: 0.16911 1.99061 -2.20936
H: -4.50147 2.77452 -0.39145
H: 6.71501 0.31919 1.17199
H: 2.63986 2.36963 -0.71681
C: 1.28804 -0.93427 4.21695
H: -2.41372 0.96392 -3.08235
C: 2.08021 0.20415 -3.21702
C: 0.54164 3.77763 4.85253
H: -0.76585 -2.66217 0.25930
C: -1.16794 4.00135 -2.40145
C: 4.77745 2.16077 -0.86037
H: 0.96303 -2.21069 5.93363
H: 2.79627 -0.50084 -3.61920
C: 0.46624 0.78113 -1.51129
C: 2.72650 3.43106 3.03914
F: 1.73239 5.60653 5.64391
C: 2.39947 -1.98642 2.34029
C: 1.81323 -0.85492 2.92150
H: 1.61912 -1.04593 -1.52444
O: -0.27758 -1.93209 0.66786
H: -0.93054 3.83628 1.77750
C: -0.86031 2.83315 -1.75278
C: 2.46409 -3.18100 3.04576
C: -4.71749 4.29079 1.10992
H: 4.90593 2.80759 -1.71807
H: 0.26202 -2.27942 1.39842
C: 0.50099 2.75290 3.97239
H: 2.36576 1.61920 -4.78523
H: 4.47981 -0.13241 2.22085
C: 2.77899 4.46960 3.90887
H: -4.64262 5.76908 2.66020
Tc: -0.44236 0.17163 0.12370
C: -3.74081 -1.39216 -0.27843
H: -4.44297 -2.61671 -1.88519
C: 0.86342 2.30696 -3.38133
C: -3.99923 3.36223 0.36779
H: 1.07898 3.78784 -4.94061
C: -3.91997 -1.70733 -1.61360
F: 7.11084 1.80452 -0.88032
H: -3.60084 -1.11594 -3.66115
C: -1.99350 3.95666 1.59970
C: 3.42376 1.09284 0.81570
H: -0.36284 2.10155 3.97545
P: -1.67934 2.08838 -0.37956
H: 2.82562 -1.94959 1.34458
H: -3.06292 0.10286 1.10988
F: 1.99534 -4.36063 4.99761
H: 3.54626 3.28074 2.34853
C: -0.43464 4.35100 -3.55564
C: 1.39829 -0.10569 -2.02313

***

5.
Here is the ion CH4NO2S with charge -1 in a non-equilibrium geometry from the Open Molecules 2025 dataset. Energies are from ωB97M-V/def2-TZVPD.

Summary:
* net charge: -1
* HOMO: -3.36 eV
* Kohn-Sham gap: 7.63 eV

Positions of all 9 atoms, in Å:
C: -1.19081 0.35646 0.53631
N: 1.61759 0.30169 0.07199
O: -0.16478 0.11066 -1.90570
H: -2.14592 0.20564 0.02163
O: 0.15527 -1.84185 -0.43110
H: 1.51379 1.26381 -0.23365
S: -0.07372 -0.39683 -0.54562
H: 1.46443 0.30601 1.07417
H: -1.17585 -0.30560 1.41198

***

6.
Here is a cluster of 2 separate species, C3HF in total in a non-equilibrium geometry from the Open Molecules 2025 dataset. Energies are from ωB97M-V/def2-TZVPD.

Summary:
* HOMO: -11.78 eV
* Kohn-Sham gap: 8.88 eV

Positions of all 5 atoms, in Å:
C: 0.05816 -0.46279 -0.15979
F: 1.80501 -0.22468 -0.53063
C: -0.58861 0.59272 0.28584
C: -1.19070 1.61235 0.67126
H: -0.08386 -1.51761 -0.26668